Here is a structure of composition C4H4O2Pt in a non-equilibrium geometry from the OMol25 dataset. Energies are from ωB97M-V/def2-TZVPD.

The geometry in ORCA input format:
```
! RIJCOSX wB97M-V def2-TZVPD def2/J DEFGRID3
* xyz 2 3
H 0.67 1.27 0.54
O 2.66 -0.59 -1.56
C 1.55 -0.58 -1.38
C 0.23 -0.26 -0.96
C 0.19 0.26 0.49
C -1.21 0.34 1.02
O -1.41 0.29 2.25
Pt -2.95 0.32 1.21
H -0.37 -1.18 -1.09
H -0.14 0.49 -1.69
H 0.77 -0.37 1.17
*
```

The calculation puts the LUMO energy (alpha / beta) at -0.3656 / -0.4477 Ha. The value obtained for the maximum force is 11.2 eV/A. The calculation puts the energy relative to the best compared isomer or geometry (same formula, charge and spin) at 0.000 eV. The value obtained for the electronic energy is -423.6593 hartree.

These are the natural (NBO) partial charges, in e, on atoms 1 to 4: H 0.33; O -0.14; C 0.97; C -0.60

Here is a structure of composition C56H42BrCl3CrN7O4S3Se in a non-equilibrium geometry from the OMol25 dataset. Energies are from ωB97M-V/def2-TZVPD.

The geometry in ORCA input format:
```
! RIJCOSX wB97M-V def2-TZVPD def2/J DEFGRID3
* xyz -1 5
Cr 1.72 -0.95 0.04
Cl 2.27 -3.44 6.69
C 2.55 -2.84 5.09
C 1.51 -2.85 4.17
C 1.74 -2.37 2.90
Cl 0.52 -2.32 1.66
C 3.00 -1.85 2.49
O 3.20 -1.39 1.33
C 4.01 -1.85 3.49
Cl 5.53 -1.16 3.06
C 3.80 -2.34 4.76
H 0.54 -3.21 4.45
H 4.60 -2.32 5.49
N 1.11 0.49 1.23
S 0.81 1.87 1.62
N -0.24 2.87 0.81
S -1.60 2.25 0.33
N -1.63 1.57 -1.07
S -0.28 0.94 -1.78
N 0.33 -0.24 -1.16
C -0.98 0.51 -3.39
C -2.01 1.24 -3.94
C -2.52 0.87 -5.17
C -1.97 -0.21 -5.85
C -0.92 -0.92 -5.30
C -0.42 -0.56 -4.06
C 0.62 2.47 -2.23
C 1.92 2.41 -2.69
C 2.56 3.56 -3.11
C 1.87 4.77 -3.11
C 0.56 4.83 -2.66
C -0.06 3.67 -2.21
C -2.16 1.05 1.52
C -2.16 -0.30 1.17
C -2.72 -1.22 2.02
C -3.29 -0.81 3.22
C -3.28 0.54 3.57
C -2.73 1.47 2.72
C -2.77 3.56 0.32
C -2.50 4.79 0.96
C -3.52 5.68 1.16
C -4.82 5.38 0.75
C -5.08 4.17 0.12
C -4.08 3.26 -0.10
C 2.28 2.89 1.62
C 2.33 4.13 1.01
C 3.55 4.78 0.93
C 4.69 4.19 1.45
C 4.63 2.94 2.05
C 3.42 2.28 2.13
C 0.24 1.90 3.33
C 0.30 0.71 4.03
C -0.06 0.67 5.36
C -0.49 1.84 5.98
C -0.57 3.03 5.27
C -0.20 3.07 3.94
H -2.41 2.07 -3.38
H -3.34 1.42 -5.60
H -2.37 -0.49 -6.82
H -0.50 -1.77 -5.83
H 0.40 -1.10 -3.59
H 2.42 1.45 -2.72
H 3.58 3.51 -3.44
H 2.36 5.67 -3.46
H 0.02 5.76 -2.65
H -1.08 3.71 -1.84
H -1.71 -0.59 0.23
H -2.73 -2.26 1.74
H -3.75 -1.53 3.88
H -3.71 0.86 4.50
H -2.74 2.53 2.96
H -1.49 4.99 1.27
H -3.32 6.63 1.63
H -5.63 6.08 0.93
H -6.09 3.94 -0.20
H -4.27 2.31 -0.57
H 1.43 4.55 0.59
H 3.60 5.75 0.45
H 5.64 4.70 1.37
H 5.52 2.48 2.44
H 3.34 1.29 2.56
H 0.66 -0.17 3.50
H 0.01 -0.25 5.91
H -0.74 1.82 7.03
H -0.90 3.92 5.77
H -0.25 3.99 3.37
Se 5.28 0.50 -2.64
C 3.96 0.08 -1.62
N 3.01 -0.09 -0.96
Br 4.27 -8.45 -3.77
C 3.64 -6.73 -3.25
C 3.47 -5.75 -4.22
C 3.00 -4.51 -3.84
C 2.71 -4.25 -2.50
C 2.89 -5.24 -1.55
C 3.36 -6.49 -1.92
C 2.25 -2.86 -2.10
O 2.06 -2.01 -2.97
O 2.10 -2.70 -0.86
H 3.70 -5.96 -5.25
H 2.84 -3.73 -4.56
H 2.66 -5.03 -0.51
H 3.50 -7.26 -1.17
N -5.36 -5.81 -1.76
C -4.79 -4.73 -2.37
O -5.32 -4.21 -3.34
C -3.50 -4.28 -1.80
C -3.03 -3.01 -2.17
C -1.88 -2.52 -1.57
N -1.18 -3.20 -0.66
C -1.59 -4.43 -0.37
C -2.73 -5.01 -0.89
H -6.29 -6.06 -2.06
H -5.07 -6.09 -0.84
H -3.58 -2.42 -2.88
H -1.50 -1.54 -1.81
H -0.98 -4.95 0.36
H -2.99 -6.02 -0.60
*
```

The calculation puts the LUMO energy (alpha / beta) at 0.0658 / 0.0657 Ha. The value obtained for the maximum force is 2.3 eV/A. The value obtained for the electronic energy is -11438.4282 hartree.

These are the Mulliken partial charges, in e, on atoms 1 to 4: Cr 0.78; Cl -0.28; C 0.37; C -0.71

Here is an isolated molecule of C20H27N3O2 in a non-equilibrium geometry from the OMol25 dataset. Energies are from ωB97M-V/def2-TZVPD.

The geometry in ORCA input format:
```
! RIJCOSX wB97M-V def2-TZVPD def2/J DEFGRID3
* xyz 0 1
O -0.85 -0.64 -1.68
C -0.86 -1.48 -0.80
N 0.21 -1.72 -0.02
C 1.45 -0.96 -0.10
C 1.68 -0.24 1.23
C 2.75 0.85 1.16
C 4.11 0.40 0.63
C 4.10 0.15 -0.88
C 3.71 -1.27 -1.29
C 2.60 -1.91 -0.45
C -2.05 -2.43 -0.58
C -2.36 -2.71 0.89
C -2.61 -1.39 1.63
N -3.15 -0.40 0.73
C -2.42 0.70 0.48
N -1.41 1.11 1.18
C -1.04 2.30 0.60
C -0.04 3.21 0.90
C 0.07 4.33 0.10
C -0.79 4.55 -0.97
C -1.81 3.66 -1.28
C -1.91 2.55 -0.48
O -2.80 1.51 -0.54
C -4.05 -0.93 -0.27
C -3.30 -1.84 -1.26
H 0.17 -2.43 0.70
H 1.29 -0.24 -0.91
H 0.74 0.22 1.53
H 1.96 -0.97 1.98
H 2.87 1.26 2.16
H 2.38 1.66 0.52
H 4.83 1.20 0.84
H 4.44 -0.49 1.16
H 3.42 0.86 -1.34
H 5.09 0.35 -1.29
H 4.59 -1.92 -1.23
H 3.39 -1.25 -2.34
H 2.20 -2.76 -1.02
H 3.02 -2.31 0.47
H -1.78 -3.37 -1.09
H -1.57 -3.28 1.38
H -3.26 -3.33 0.92
H -3.31 -1.55 2.46
H -1.68 -0.98 2.04
H 0.62 3.04 1.74
H 0.84 5.06 0.32
H -0.67 5.44 -1.57
H -2.48 3.83 -2.11
H -4.83 -1.49 0.26
H -4.52 -0.09 -0.79
H -2.96 -1.25 -2.12
H -3.96 -2.63 -1.61
*
```

As for the SMILES: O=C(NC1CCCCCC1)C1CCN(c2nc3ccccc3o2)CC1. The calculation puts the LUMO energy at 0.0247 Ha. The value obtained for the maximum force is 1.2 eV/A. The calculation puts the energy relative to the best compared isomer or geometry (same formula, charge and spin) at 0.362 eV. The value obtained for the electronic energy is -1093.1072 hartree.

These are the natural (NBO) partial charges, in e, on atoms 1 to 4: O -0.64; C 0.69; N -0.61; C -0.07

Here is the ion C6H8N2O with charge +2 in a non-equilibrium geometry from the OMol25 dataset. Energies are from ωB97M-V/def2-TZVPD.

The geometry in ORCA input format:
```
! RIJCOSX wB97M-V def2-TZVPD def2/J DEFGRID3
* xyz 2 1
C 0.33 -1.39 -0.48
C -0.69 -0.76 0.32
C 1.63 -1.10 -0.63
C 2.57 0.94 0.54
C -0.74 0.66 0.79
C -1.83 0.09 -0.36
N 2.19 0.11 -0.20
N 0.08 1.70 0.38
O -0.21 2.46 -0.48
H 0.03 -2.32 -0.90
H -1.14 -1.61 0.97
H 2.36 -1.78 -1.19
H 2.92 1.62 1.33
H -1.08 0.72 1.75
H -1.68 1.17 -0.58
H -2.86 -0.16 0.08
H -1.88 -0.36 -1.32
*
```

The calculation puts the LUMO energy at -0.3691 Ha. The value obtained for the maximum force is 4.3 eV/A. The calculation puts the energy relative to the best compared isomer or geometry (same formula, charge and spin) at 2.858 eV. The value obtained for the electronic energy is -417.2111 hartree.

These are the natural (NBO) partial charges, in e, on atoms 1 to 4: C -0.14; C -0.19; C -0.03; C 0.51

Here is a cluster of 2 separate species, C4H12 in total in a non-equilibrium geometry from the OMol25 dataset. Energies are from ωB97M-V/def2-TZVPD.

The geometry in ORCA input format:
```
! RIJCOSX wB97M-V def2-TZVPD def2/J DEFGRID3
* xyz 0 1
C 0.00 0.89 1.57
C 0.31 1.72 2.81
H -1.06 0.65 1.50
H 0.29 1.34 0.63
H 0.46 -0.09 1.63
H -0.34 2.59 2.93
H 1.35 2.05 2.78
H 0.16 1.13 3.70
C -0.51 -1.95 -2.31
C 0.21 -0.64 -2.03
H -1.22 -1.86 -3.13
H 0.19 -2.72 -2.63
H -1.05 -2.33 -1.45
H 1.13 -0.74 -1.47
H -0.46 0.10 -1.57
H 0.53 -0.15 -2.95
*
```

As for the SMILES: CC.CC. The calculation puts the LUMO energy at 0.0424 Ha. The value obtained for the maximum force is 1.0 eV/A. The calculation puts the energy relative to the best compared isomer or geometry (same formula, charge and spin) at 0.105 eV. The value obtained for the electronic energy is -159.5811 hartree.

These are the natural (NBO) partial charges, in e, on atoms 1 to 4: C -0.61; C -0.61; H 0.20; H 0.20

Here is an isolated molecule of C6H10N2 in a non-equilibrium geometry from the OMol25 dataset. Energies are from ωB97M-V/def2-TZVPD.

The geometry in ORCA input format:
```
! RIJCOSX wB97M-V def2-TZVPD def2/J DEFGRID3
* xyz 0 1
C -2.62 0.01 -0.47
N -1.37 -0.33 -0.50
N -0.80 0.23 0.65
C 0.39 0.89 0.85
C 1.01 1.22 -0.42
C 1.72 -0.21 -1.01
C 1.03 -1.32 -0.04
C 0.43 -0.53 1.19
H -3.04 0.43 0.51
H -3.30 -0.43 -1.43
H 0.47 1.87 1.50
H 0.31 1.59 -1.32
H 1.92 2.10 -0.44
H 1.39 -0.30 -1.98
H 2.90 0.05 -0.79
H 1.91 -1.93 0.46
H 0.25 -2.06 -0.28
H 0.55 -1.05 2.12
*
```

As for the SMILES: C=NN1[C@@H]2CCC[C@@H]21. The calculation puts the LUMO energy at 0.0391 Ha. The value obtained for the maximum force is 7.1 eV/A. The calculation puts the energy relative to the best compared isomer or geometry (same formula, charge and spin) at 6.108 eV. The value obtained for the electronic energy is -343.9122 hartree.

These are the natural (NBO) partial charges, in e, on atoms 1 to 4: C -0.07; N -0.28; N -0.33; C -0.11